Entry 1:
C3H10OS2 | ωB97M-V/def2-TZVPD

SMILES string: CCO.CSS
Orbital gap: 8.620 eV
HOMO level: -0.2909 hartree

Geometry as ORCA input:
```
! wB97M-V def2-TZVPD RIJCOSX def2/J DEFGRID3
* xyz 0 1
C -1.60 3.63 -0.37
C -1.46 3.06 1.15
O -1.10 1.72 1.28
H -0.80 3.42 -1.10
H -1.56 4.73 -0.28
H -2.42 3.25 -0.96
H -0.64 3.63 1.59
H -2.32 3.34 1.73
H -1.77 1.14 0.95
C 1.25 -0.48 0.88
S 0.45 -2.02 0.26
S 1.10 -2.15 -1.69
H 2.30 -0.74 0.80
H 0.99 0.34 0.18
H 0.77 -0.36 1.85
H 0.19 -3.10 -2.05
*
```

---

Entry 2:
C3H10OSi | ωB97M-V/def2-TZVPD

SMILES string: O[SiH3].C=CC
Orbital gap: 11.208 eV
HOMO level: -0.3770 hartree

Geometry as ORCA input:
```
! wB97M-V def2-TZVPD RIJCOSX def2/J DEFGRID3
* xyz 0 1
O -0.83 1.40 -1.18
Si -0.22 2.50 -0.17
H -0.59 0.51 -1.04
H 0.35 1.70 0.89
H -1.19 3.48 0.27
H 1.07 3.31 -0.70
C 1.27 -1.20 -0.53
C 0.15 -1.74 -0.19
C -0.63 -1.44 1.06
H 1.74 -1.48 -1.54
H 1.61 -0.40 0.18
H -0.29 -2.42 -0.95
H -1.58 -0.93 0.82
H -0.93 -2.31 1.46
H 0.07 -0.98 1.63
*
```

---

Entry 3:
C3H10OSi2 | ωB97M-V/def2-TZVPD

Orbital gap (spin up / spin down): 5.852 / 7.614 eV
HOMO level (spin up / spin down): -0.2382 / -0.2839 hartree

Geometry as ORCA input:
```
! wB97M-V def2-TZVPD RIJCOSX def2/J DEFGRID3
* xyz 0 1
C -0.63 1.96 0.47
C -0.70 0.67 -0.04
C -1.63 -2.54 -0.20
O -2.19 -0.86 2.06
Si 3.68 1.30 -0.94
Si -1.12 -0.95 0.77
H -0.33 2.75 -0.17
H -1.04 2.30 1.35
H -0.28 0.51 -0.99
H -2.16 -2.15 -0.98
H -0.76 -2.95 -0.83
H -2.00 -3.31 0.50
H -1.79 -0.36 2.78
H 5.17 1.06 -1.14
H 2.99 2.31 -1.61
H 2.81 0.25 -1.04
*
```

---

Entry 4:
C3H10P2 | ωB97M-V/def2-TZVPD

Orbital gap (spin up / spin down): 7.267 / 8.032 eV
HOMO level (spin up / spin down): -0.2895 / -0.2826 hartree

Geometry as ORCA input:
```
! wB97M-V def2-TZVPD RIJCOSX def2/J DEFGRID3
* xyz 0 1
C -0.82 1.70 0.97
C 0.59 -0.42 1.44
C -0.30 0.35 0.59
P 0.74 -1.81 -2.00
P 0.65 0.32 -2.16
H -0.19 2.53 0.62
H -1.81 1.95 0.44
H -0.99 1.82 2.04
H 1.09 -1.41 1.01
H 0.17 -0.95 2.28
H 1.39 0.11 2.01
H -1.11 -0.25 0.21
H -0.43 -2.19 -2.77
H 1.65 -2.04 -2.93
H -0.62 0.29 -1.73
*
```

---

Entry 5:
C3H10S | ωB97M-V/def2-TZVPD

Orbital gap (spin up / spin down): 2.937 / 8.411 eV
HOMO level (spin up / spin down): 0.0386 / -0.1654 hartree
Expectation value of S²: 0.751

Geometry as ORCA input:
```
! wB97M-V def2-TZVPD RIJCOSX def2/J DEFGRID3
* xyz -1 2
C -1.57 -0.66 1.53
S -1.17 -1.44 -0.07
H 0.20 -1.51 0.30
H -2.25 0.18 1.41
H -0.60 -0.04 1.73
H -1.87 -1.35 2.30
C 2.54 1.36 -0.75
C 1.13 1.96 -0.78
H 2.67 0.49 -1.41
H 3.32 2.03 -1.11
H 2.73 1.00 0.27
H 0.89 2.45 -1.73
H 1.09 2.69 0.05
H 0.37 1.23 -0.49
*
```

---

Entry 6:
C3H10S2 | ωB97M-V/def2-TZVPD

SMILES string: CSC.CS
Orbital gap: 9.233 eV
HOMO level: -0.3097 hartree

Geometry as ORCA input:
```
! wB97M-V def2-TZVPD RIJCOSX def2/J DEFGRID3
* xyz 0 1
C 0.12 0.97 3.69
S 1.09 1.34 2.25
C 0.14 2.66 1.48
H 0.79 0.41 4.33
H -0.75 0.37 3.59
H -0.56 1.81 4.12
H 0.49 2.91 0.41
H -1.01 2.34 1.17
H 0.28 3.55 2.02
C -0.30 -1.29 -3.90
S -0.88 -2.57 -2.70
H -0.90 -0.40 -4.37
H 0.57 -0.70 -3.45
H 0.03 -1.64 -4.88
H -2.02 -2.95 -3.30
*
```

---

Relative energy (zero: lowest compared OMol25 entry of this formula, charge and spin) values (in kJ/mol) by entry order: 123.9; 146.4; 412.6; 248.4; 35.0; 194.5.